Below is 4 unconnected molecules or ions with the total composition C27H69BrNO14P5 at a distorted geometry, with properties calculated with the ωB97M-V functional and the def2-TZVPD basis.

Output
**HOMO energy**: -7.598 eV
**Frontier orbital gap**: 8.16 eV
**Electronic energy**: -6459.32335 Eh

Geometry as XYZ:
```
117
Properties=species:S:1:pos:R:3:mulliken_charge:R:1
C 8.078 1.980 4.453 -0.749
O 7.165 2.648 3.629 -0.354
C 6.555 1.814 2.664 -0.767
C 5.412 2.581 2.027 0.443
C 5.445 2.584 0.506 -1.169
C 5.386 1.200 -0.108 -1.040
C 4.002 0.545 -0.032 1.320
C 3.952 -0.749 0.793 -1.106
C 3.001 -0.723 1.967 -1.072
C 1.530 -0.932 1.634 0.576
C 0.685 -0.724 2.872 -1.107
C -0.819 -0.784 2.696 -1.137
C -1.423 0.063 1.591 0.045
C -0.899 1.472 1.329 -0.047
P -1.911 2.899 1.916 0.783
C -3.701 2.706 2.186 -1.413
Br -1.458 2.175 4.240 -0.471
C -1.212 4.557 2.302 -1.250
C 0.224 4.810 1.861 -0.632
C 1.305 3.900 2.459 0.207
N 2.530 4.571 2.853 -0.527
P -2.500 3.590 -0.211 -0.379
C -3.368 2.068 -0.749 -0.643
O -1.127 3.551 -1.156 -0.424
H 8.482 2.700 5.147 0.265
H 7.595 1.187 5.018 0.317
H 8.897 1.547 3.882 0.294
H 6.195 0.908 3.150 0.381
H 7.301 1.523 1.925 0.278
H 4.472 2.158 2.359 -0.311
H 5.475 3.593 2.399 0.387
H 4.608 3.178 0.152 0.354
H 6.337 3.107 0.180 0.402
H 6.130 0.570 0.360 0.563
H 5.684 1.291 -1.146 0.398
H 3.673 0.329 -1.039 -0.488
H 3.303 1.262 0.385 -0.405
H 3.752 -1.604 0.161 0.388
H 4.946 -0.898 1.199 0.513
H 3.284 -1.490 2.680 0.477
H 3.115 0.224 2.488 0.326
H 1.245 -0.268 0.824 0.112
H 1.424 -1.959 1.305 0.069
H 0.968 0.205 3.355 0.301
H 0.932 -1.504 3.584 0.594
H -1.078 -1.810 2.449 0.199
H -1.283 -0.580 3.647 0.498
H -2.492 0.101 1.759 0.547
H -1.298 -0.477 0.662 -0.623
H -0.861 1.586 0.255 0.372
H 0.107 1.615 1.696 -0.195
H -4.034 1.807 1.692 0.389
H -3.907 2.615 3.236 0.553
H -4.217 3.554 1.758 0.493
H -1.855 5.247 1.773 0.557
H -1.289 4.712 3.365 0.646
H 0.304 4.826 0.781 0.272
H 0.452 5.817 2.185 0.505
H 0.924 3.367 3.318 0.202
H 1.592 3.157 1.724 -0.250
H 3.048 4.918 2.061 0.243
H 2.351 5.327 3.496 0.245
H -3.110 1.180 -0.186 0.142
H -4.417 2.263 -0.574 0.416
H -3.254 1.915 -1.811 0.346
H -0.387 3.086 -0.751 0.319
C -9.554 0.311 -2.409 -0.727
O -8.326 -0.106 -3.028 -0.302
P -7.051 0.828 -2.854 0.994
O -6.631 1.047 -1.480 -0.642
O -7.389 2.158 -3.626 -0.324
C -7.849 2.123 -4.987 -0.710
O -6.011 0.104 -3.788 -0.255
C -5.238 -0.967 -3.208 -0.595
H -9.952 -0.532 -1.852 0.265
H -9.395 1.146 -1.728 0.349
H -10.259 0.601 -3.187 0.250
H -8.857 2.532 -5.022 0.272
H -7.852 1.111 -5.387 0.344
H -7.185 2.744 -5.582 0.272
H -5.042 -1.684 -4.000 0.297
H -5.782 -1.456 -2.402 0.364
H -4.304 -0.571 -2.819 0.138
C 1.190 -6.830 -1.930 -0.655
O 0.376 -6.881 -0.741 -0.330
P 0.720 -5.872 0.433 0.339
O 0.679 -4.467 0.060 0.129
O 2.119 -6.317 1.002 -0.332
C 2.355 -7.681 1.388 -0.729
O -0.290 -6.338 1.549 -0.340
C -1.618 -5.780 1.555 -0.614
H 0.527 -6.786 -2.788 0.270
H 1.832 -5.950 -1.937 0.294
H 1.796 -7.733 -1.978 0.266
H 3.135 -8.090 0.749 0.264
H 1.456 -8.287 1.299 0.343
H 2.692 -7.684 2.421 0.270
H -2.285 -6.548 1.934 0.267
H -1.931 -5.487 0.554 0.298
H -1.640 -4.912 2.210 0.229
C 2.549 -0.320 -3.909 -0.915
O 1.351 -0.590 -3.169 0.130
P 0.239 -1.481 -3.875 0.331
O 0.662 -2.815 -4.270 -0.773
O -0.254 -0.607 -5.093 -0.395
C -0.626 0.768 -4.906 -0.549
O -0.938 -1.383 -2.834 0.184
C -0.940 -2.332 -1.737 -0.654
H 3.401 -0.531 -3.268 0.231
H 2.623 -0.931 -4.808 0.388
H 2.561 0.734 -4.185 0.326
H 0.063 1.393 -5.471 0.268
H -0.598 1.058 -3.856 0.193
H -1.630 0.903 -5.293 0.280
H -1.401 -1.843 -0.883 0.122
H 0.063 -2.650 -1.469 0.385
H -1.526 -3.203 -2.021 0.312
```